1.
Molecular formula: C5H9NO
Method: DFT, ωB97M-V/def2-TZVPD

The geometry in XYZ format:
```
16
Properties=species:S:1:pos:R:3:forces:R:3
H -0.369 1.406 -1.238 0.552 -0.180 0.217
H 1.815 -0.718 0.316 -0.168 -0.044 -0.070
H -2.586 -0.422 -0.613 0.525 0.030 -0.051
C -0.185 -1.856 -0.708 -1.079 -0.466 -1.291
H 0.260 1.855 0.948 -0.020 0.018 0.020
C 0.902 -0.187 0.578 -1.699 0.978 -0.622
H -0.185 -2.300 -1.695 -0.448 -0.182 -0.068
H 1.885 1.455 1.508 0.003 0.197 -0.097
H 1.587 1.708 -0.222 0.081 0.047 -0.004
C -1.798 0.117 -0.070 -1.235 -0.351 -0.393
H 0.494 -0.579 1.509 0.138 -0.086 0.088
N -0.567 0.447 -1.513 -1.666 -0.012 0.123
H -0.158 -2.515 0.144 0.299 0.141 0.162
C -0.248 -0.483 -0.563 3.338 0.351 2.498
O -2.011 0.766 0.921 1.165 -0.199 -0.876
C 1.166 1.307 0.698 0.214 -0.240 0.364
```
Forces are in eV/Å.

- frontier orbital gap (alpha / beta) (eV) = 7.856 / 7.764
- ΔE to the lowest compared entry with this formula, charge and spin (kJ/mol) = 496.73
- HOMO level (alpha / beta) (eV) = -8.4 / -8.5

2.
Molecular formula: C12H22BF2N3O11P2SW
Method: DFT, ωB97M-V/def2-TZVPD

The geometry in XYZ format:
```
55
Properties=species:S:1:pos:R:3:forces:R:3
H -4.457 2.659 1.127 0.000 0.003 0.000
H 2.730 -4.722 -3.033 0.004 0.010 0.000
C -1.152 3.525 0.199 -0.074 0.024 -0.140
H -0.570 -2.975 1.729 0.010 0.022 0.022
H -0.549 -3.966 -1.448 0.006 0.009 0.005
C 0.142 1.349 0.431 0.033 -0.017 0.104
F 2.787 -3.107 3.833 -0.072 0.010 0.015
C 2.495 2.703 0.572 0.097 -0.101 0.020
H 1.308 4.492 0.359 0.003 -0.002 -0.009
H 3.325 0.718 0.780 0.016 0.026 0.002
H 0.344 -5.253 -2.263 -0.006 0.001 -0.007
O 0.024 -1.369 -1.071 -0.190 0.061 0.159
H -3.019 -0.085 -1.695 0.000 0.015 0.008
C 2.439 1.324 0.652 0.055 0.035 0.003
H -5.086 4.298 0.905 -0.002 0.001 -0.004
C 1.480 -3.448 -2.023 -0.028 0.004 0.068
P 1.285 -1.676 -1.871 0.160 0.010 -0.022
H -3.197 4.843 -0.618 0.004 0.012 0.006
O 2.402 -1.126 -0.961 0.010 -0.050 0.025
N -2.226 3.004 -0.451 0.071 0.036 0.065
H -4.139 1.043 -0.923 0.000 0.002 -0.007
H -1.169 1.552 -1.510 -0.123 0.005 -0.055
P 2.144 -3.820 -0.239 0.150 -0.054 -0.081
O -0.269 -1.001 2.020 0.013 0.075 0.564
O -1.252 -0.751 4.206 0.075 0.039 0.037
H -2.517 2.264 -2.363 -0.003 -0.007 -0.006
B 2.333 -1.851 3.734 0.437 0.071 0.169
O 0.917 -1.756 3.992 0.046 -0.110 -0.046
C 1.323 3.411 0.398 -0.112 0.010 0.014
O 1.322 -1.050 -3.322 -0.017 0.001 -0.069
F 3.106 -0.861 4.204 -0.030 -0.053 0.009
C -4.179 3.693 0.918 -0.002 0.000 -0.003
O 0.160 -3.177 1.126 -0.108 -0.211 -0.219
C -3.096 0.729 -0.972 0.026 0.017 0.002
H -3.542 4.052 1.725 -0.001 -0.002 -0.003
W 1.210 -1.587 0.791 -0.255 0.194 -0.581
C 0.157 -4.177 -2.250 0.028 0.001 -0.033
O 2.454 -1.558 1.971 0.179 -0.074 0.375
O 3.722 -3.557 -0.543 0.015 0.005 -0.007
H 3.448 3.204 0.658 0.004 -0.012 0.002
S -0.014 -0.602 3.529 -0.146 0.589 -0.457
H -2.824 0.340 0.009 0.024 -0.019 0.025
H 2.310 -3.392 -3.902 0.014 -0.020 -0.011
H -0.294 -3.891 -3.203 -0.001 -0.007 0.003
H -4.091 3.448 -1.227 0.007 0.000 -0.003
O 0.692 0.645 3.547 -0.222 -0.364 0.031
C -3.455 3.804 -0.415 0.004 -0.031 0.030
H 3.888 -3.198 -1.433 -0.027 -0.023 0.048
H 1.343 -0.086 -3.365 0.003 0.011 0.017
O -1.181 4.629 0.719 0.016 -0.014 0.047
C 0.119 2.723 0.301 -0.025 0.027 0.018
N 1.279 0.666 0.588 -0.099 -0.154 -0.040
H -0.765 0.763 0.439 0.033 0.003 0.028
C -2.198 1.886 -1.386 0.019 -0.014 -0.102
N 2.551 -3.724 -2.975 -0.018 0.007 -0.015
```
Forces are in eV/Å.

- frontier orbital gap (eV) = 7.668
- ΔE to the lowest compared entry with this formula, charge and spin (kJ/mol) = 0.00
- HOMO level (eV) = -8.6

3.
Molecular formula: C16H26NO
Method: DFT, ωB97M-V/def2-TZVPD

The geometry in XYZ format:
```
44
Properties=species:S:1:pos:R:3:forces:R:3
H 0.906 -3.080 0.585 -0.051 0.109 0.009
H -2.268 1.077 1.499 0.145 -0.081 -0.062
H 5.739 0.061 -0.498 0.105 0.027 -0.014
C 1.793 2.959 -0.428 -0.148 -0.233 -0.063
H 0.617 0.691 1.913 -0.050 -0.132 0.099
H 0.219 2.407 1.719 -0.098 0.096 0.075
H 4.078 1.819 -0.166 0.023 0.152 -0.017
H 1.859 1.915 2.131 0.077 0.017 0.093
H -4.622 -0.674 -1.224 0.009 -0.003 -0.037
C 0.269 -2.205 0.732 -0.093 -0.452 0.267
H 5.019 -2.296 -0.716 0.069 -0.076 -0.019
H 2.166 2.906 -1.447 0.058 0.073 -0.092
C 3.750 0.796 -0.242 -0.044 -0.084 -0.018
H 2.567 3.375 0.210 0.113 0.079 0.054
H -3.184 -1.767 0.596 -0.008 0.136 -0.002
H -1.444 -3.444 1.057 -0.048 0.003 -0.009
C 4.694 -0.197 -0.432 0.082 -0.027 0.001
C 2.953 -1.836 -0.448 -0.311 -0.091 0.031
H 2.644 -2.865 -0.552 -0.035 -0.094 -0.024
C -2.421 0.997 0.424 -0.411 0.668 0.378
C -2.475 -0.368 -1.451 -0.362 -0.151 -0.791
C 4.295 -1.515 -0.548 0.019 0.049 0.035
H -4.494 0.479 0.790 -0.003 0.022 0.019
H 0.469 1.297 -0.523 0.043 0.050 0.028
C 1.355 1.581 0.063 0.058 0.043 0.152
C -2.153 -1.448 0.751 -0.068 -0.704 0.338
H -4.284 1.966 -0.119 0.017 0.018 0.074
C -1.183 -2.585 0.441 0.320 0.376 -0.017
H -2.034 -1.150 1.795 -0.044 0.106 -0.089
O 0.647 -1.148 -0.145 0.252 0.128 -0.224
C 2.015 -0.840 -0.229 0.241 0.161 0.044
H -1.908 1.826 -0.067 0.103 -0.138 -0.006
H -4.194 0.759 -2.138 0.024 -0.051 -0.039
H -1.264 -2.886 -0.604 -0.036 -0.091 -0.011
H -0.823 -0.251 -0.178 -0.335 0.177 -0.054
H 0.946 3.643 -0.407 -0.036 0.088 0.017
C 2.397 0.503 -0.146 -0.358 -0.158 -0.058
C -3.894 0.962 0.020 -0.017 -0.003 0.016
C -3.910 0.147 -1.285 -0.068 -0.024 0.027
H 0.383 -1.874 1.774 0.035 -0.025 -0.098
N -1.868 -0.269 -0.103 0.712 0.082 0.032
H -1.908 0.272 -2.129 0.091 -0.057 0.140
H -2.429 -1.389 -1.824 0.138 0.026 0.074
C 0.981 1.650 1.548 -0.110 -0.012 -0.260
```
Forces are in eV/Å.

- total charge = +1
- frontier orbital gap (eV) = 9.437
- ΔE to the lowest compared entry with this formula, charge and spin (kJ/mol) = 52.09
- SMILES = CC(C)c1ccccc1OCCC[NH+]1CCCC1
- HOMO level (eV) = -11.7

Number 1: strongest force on any atom 4.2 eV Å⁻¹. Number 2: strongest force on any atom 0.8 eV Å⁻¹. Number 3: strongest force on any atom 0.9 eV Å⁻¹.